This record from the Open Molecules 2025 dataset describes a molecular structure, C38H51AsCl3N2O3PtSi at a distorted geometry. The level of theory is the ωB97M-V functional and the def2-TZVPD basis.

CARTESIAN COORDINATES (ANGSTROEM)
Pt (-0.246, 1.405, 0.244)
As (0.036, 0.519, 2.311)
Cl (-2.211, 2.651, 0.480)
Cl (-1.318, 0.019, -1.316)
Cl (0.877, 2.892, -1.551)
Si (-0.190, 2.690, -3.508)
O (0.090, -1.832, -3.557)
O (1.612, 0.270, -0.497)
O (1.490, 3.837, 2.360)
N (2.685, -1.066, -1.996)
N (0.254, 5.729, 2.315)
C (2.642, -0.033, -3.003)
C (-1.629, 2.336, 3.865)
C (-0.949, 6.409, 1.881)
C (-2.053, -4.622, 0.020)
C (-1.168, -4.757, -4.315)
C (1.811, -0.252, 2.621)
C (-1.343, 4.071, -2.956)
C (0.342, -3.549, -0.960)
C (1.992, -1.637, 2.624)
C (-0.846, -2.623, -3.095)
C (2.091, -0.850, -0.828)
C (2.890, 0.633, 2.654)
C (4.191, 0.117, 2.776)
C (-3.078, -2.919, 3.305)
C (-3.235, -2.122, 2.158)
C (-1.170, -0.982, 2.625)
C (0.505, 1.790, 4.905)
C (-2.333, -2.736, -5.204)
C (4.393, -1.272, 2.835)
C (-2.272, -1.170, 1.800)
C (-1.999, -3.959, -1.213)
C (3.325, -2.316, -2.360)
C (-0.811, -3.387, -1.706)
C (-0.895, -4.707, 0.793)
C (-0.996, -1.758, 3.770)
C (-0.974, 3.448, 5.912)
C (3.295, -2.143, 2.762)
C (1.151, 6.368, 3.255)
C (1.423, 2.994, -4.341)
C (-1.926, -2.748, 4.096)
C (0.301, -4.207, 0.269)
C (-1.366, -5.571, -5.546)
C (-1.531, -3.475, -4.182)
C (0.495, 4.452, 1.962)
C (0.205, 2.696, 5.932)
C (-1.231, 1.574, -4.605)
C (-1.892, 3.258, 4.877)
C (-0.414, 1.661, 3.871)
H (5.415, -1.663, 2.929)
H (-1.194, 4.181, 6.690)
H (1.668, 4.051, -4.155)
H (-0.805, 7.494, 1.950)
H (-1.935, 3.838, -2.075)
H (-2.016, 4.211, -3.790)
H (2.244, 2.328, -4.029)
H (-2.410, -5.913, -5.631)
H (-0.755, 4.963, -2.770)
H (-2.325, 2.150, 3.041)
H (3.325, -0.339, -3.798)
H (-1.616, -1.870, -2.952)
H (-0.887, -5.239, 1.751)
H (2.194, 6.140, 3.005)
H (2.686, 1.703, 2.541)
H (1.000, 7.447, 3.184)
H (-4.115, -2.228, 1.524)
H (2.945, 0.909, -2.535)
H (-0.714, -6.448, -5.423)
H (2.094, -1.717, -0.158)
H (-0.685, -5.304, -3.500)
H (-1.805, 6.052, 2.483)
H (1.126, -2.277, 2.483)
H (-1.129, 6.144, 0.829)
H (-1.732, -3.362, 4.979)
H (1.262, -4.335, 0.766)
H (3.431, -3.224, 2.798)
H (-2.992, -5.055, 0.387)
H (2.650, -2.963, -2.939)
H (-2.898, -3.820, -1.819)
H (5.032, 0.814, 2.806)
H (-1.804, -2.740, -6.170)
H (-2.327, -0.555, 0.898)
H (0.927, 2.797, 6.734)
H (-0.776, 0.578, -4.690)
H (-3.311, -3.232, -5.356)
H (-1.222, 2.073, -5.588)
H (-0.266, 4.010, 1.278)
H (-2.831, 3.800, 4.843)
H (-0.115, -1.578, 4.387)
H (-2.454, -1.669, -4.945)
H (0.961, 6.016, 4.283)
H (4.209, -2.102, -2.972)
H (-2.267, 1.528, -4.244)
H (-3.848, -3.650, 3.582)
H (1.143, 2.812, -5.385)
H (-1.090, -5.046, -6.477)
H (1.313, -3.209, -1.311)
H (3.640, -2.845, -1.453)
H (1.414, 1.178, 4.874)
H (1.621, 0.038, -3.398)

As for the molecular weight: 988.3 g/mol. The total energy is -158887.163 eV. Its charge is -1. Its expectation value of S² is 2.006. The spin multiplicity is 3. The value obtained for the highest occupied orbital energy (alpha / beta) is -3.17 / -3.16 eV. The value obtained for the LUMO energy (alpha / beta) is 2.3 / 1.5 eV. The value obtained for the relative energy (zero: lowest compared OMol25 entry of this formula, charge and spin) is 0.0 kcal per mole. Its strongest force on any atom is 3.32 eV/A.

Löwdin population analysis, charges in e, atoms 1 to 99: 0.31, 1.16, -0.11, 0.10, 0.30, 0.32, -0.23, -0.27, -0.04, -0.16, -0.20, -0.05, -0.13, -0.05, -0.11, -0.15, -0.36, -0.25, -0.05, -0.11, -0.58, -0.29, -0.11, -0.08, -0.09, -0.08, -0.36, -0.10, -0.06, -0.09, -0.11, -0.04, -0.06, -0.15, -0.12, -0.13, -0.10, -0.08, -0.05, -0.25, -0.09, -0.11, -0.13, -0.26, -0.36, -0.09, -0.20, -0.09, -0.34, 0.10, 0.10, 0.03, 0.08, -0.02, 0.02, 0.01, 0.07, 0.02, 0.04, 0.09, 0.04, 0.09, 0.09, 0.09, 0.08, 0.11, 0.07, 0.06, 0.12, 0.10, 0.09, 0.08, 0.09, 0.10, 0.09, 0.10, 0.10, 0.09, 0.12, 0.10, 0.07, 0.01, 0.09, 0.02, 0.08, 0.04, 0.03, 0.10, 0.10, 0.07, 0.09, 0.08, 0.04, 0.10, 0.03, 0.07, 0.06, 0.09, 0.10

***

This record from the Open Molecules 2025 dataset describes CH6N2O2 in the gas phase at a distorted geometry. The level of theory is the ωB97M-V functional and the def2-TZVPD basis.

CARTESIAN COORDINATES (ANGSTROEM)
O (-0.886, 0.715, -1.076)
O (-0.438, -1.811, -0.488)
N (-0.034, -0.886, 0.564)
N (1.024, 1.075, 0.310)
C (-0.400, 0.459, 0.182)
H (1.491, 1.230, -0.578)
H (-1.138, -0.142, -1.459)
H (1.124, -0.498, 0.366)
H (-0.996, -2.445, -0.021)
H (1.284, 1.412, 1.231)
H (-1.031, 0.890, 0.967)

As for the molecular weight: 78.1 g/mol. The total energy is -8206.053 eV. Its charge is 0. Its SMILES is N[C@@H](O)NO. The value obtained for the highest occupied orbital energy is -8.87 eV. The value obtained for the LUMO energy is 0.9 eV. The value obtained for the relative energy (zero: lowest compared OMol25 entry of this formula, charge and spin) is 111.2 kcal per mole. Its strongest force on any atom is 3.88 eV/A.

List of natural (NBO) charges in e, atom by atom: -0.71, -0.63, -0.41, -0.93, 0.37, 0.41, 0.50, 0.39, 0.47, 0.40, 0.14

***

This record from the Open Molecules 2025 dataset describes 2 unconnected molecules or ions with the total composition C4H14NO2 at a distorted geometry. The level of theory is the ωB97M-V functional and the def2-TZVPD basis.

CARTESIAN COORDINATES (ANGSTROEM)
O (0.853, 2.073, 0.543)
O (-3.736, -0.717, 0.081)
N (-0.915, 0.074, 0.601)
C (0.944, -1.660, 0.235)
C (1.375, 0.850, -1.476)
C (1.394, 0.840, 0.051)
C (0.618, -0.260, 0.727)
H (1.914, -0.039, -1.813)
H (2.395, 0.640, 0.465)
H (1.550, 2.725, 0.486)
H (2.021, -1.759, 0.406)
H (0.747, -1.821, -0.819)
H (-4.069, -0.974, -0.783)
H (-0.881, 1.027, 0.226)
H (0.476, -2.404, 0.879)
H (-1.493, 0.117, 1.439)
H (-1.465, -0.551, 0.002)
H (0.323, 0.705, -1.739)
H (0.666, -0.111, 1.803)
H (1.802, 1.744, -1.906)
H (-4.518, -0.498, 0.593)

As for the molecular weight: 108.2 g/mol. The total energy is -9953.990 eV. Its charge is +1. The value obtained for the highest occupied orbital energy is -14.84 eV. The value obtained for the LUMO energy is -3.0 eV. The value obtained for the relative energy (zero: lowest compared OMol25 entry of this formula, charge and spin) is 17.8 kcal per mole. Its strongest force on any atom is 2.00 eV/A.

List of natural (NBO) charges in e, atom by atom: -0.74, -0.98, -0.71, -0.65, -0.63, 0.06, -0.03, 0.23, 0.20, 0.50, 0.25, 0.23, 0.49, 0.46, 0.24, 0.44, 0.45, 0.19, 0.23, 0.25, 0.50

***

This record from the Open Molecules 2025 dataset describes a molecular structure, C30H33N7O5STi at a distorted geometry. The level of theory is the ωB97M-V functional and the def2-TZVPD basis.

CARTESIAN COORDINATES (ANGSTROEM)
Ti (-0.243, 1.335, 0.039)
S (1.810, -0.787, -1.734)
O (1.431, -1.131, -3.078)
O (-3.843, 2.583, -1.084)
O (2.974, 0.052, -1.574)
O (0.644, -0.249, -0.959)
O (-1.985, 4.201, -2.672)
N (0.498, 0.097, 1.768)
N (-1.527, 2.416, -1.262)
N (-1.834, -0.076, -2.145)
N (-1.859, -0.972, 0.622)
N (1.546, 1.945, 0.388)
N (0.988, 2.541, -1.986)
N (-2.063, 1.466, 1.721)
C (-0.541, 3.101, 1.321)
C (-0.846, -1.833, 1.207)
C (1.935, 0.196, 3.663)
C (1.831, -3.526, -1.448)
C (-1.863, -1.308, -2.642)
C (2.779, -5.932, 1.344)
C (-4.250, -1.274, -2.753)
C (2.899, -3.428, 1.109)
C (-2.978, 0.566, -1.956)
C (-1.218, 3.492, -2.045)
C (2.161, 4.866, -2.952)
C (-3.054, -1.946, -2.965)
C (-3.323, 0.748, 1.634)
C (0.802, 4.820, -2.701)
C (2.226, 1.735, 1.636)
C (2.564, -4.667, 0.558)
C (0.267, 3.630, -2.226)
C (0.012, -1.081, 2.192)
C (2.290, 2.582, -2.260)
C (1.513, 0.667, 2.423)
C (-2.989, -0.733, 1.531)
C (-2.855, 1.967, -1.401)
C (2.036, -4.698, -0.726)
C (0.402, -1.620, 3.402)
C (2.151, -2.308, -0.878)
C (-2.002, 2.944, 1.660)
C (2.918, 3.719, -2.744)
C (2.700, -2.258, 0.401)
C (1.350, -0.948, 4.167)
C (-4.219, 0.010, -2.235)
H (2.167, 1.832, -0.404)
H (-2.358, 3.437, 2.573)
H (2.133, -5.962, 2.223)
H (1.787, -5.652, -1.176)
H (-0.897, -1.782, -2.786)
H (3.228, 1.325, 1.459)
H (-0.014, -2.563, 3.731)
H (-3.969, 0.920, 2.503)
H (-5.115, 0.588, -2.052)
H (-3.863, 1.093, 0.757)
H (2.843, 1.664, -2.082)
H (-2.712, -1.103, 2.523)
H (1.426, -3.548, -2.451)
H (1.657, -1.344, 5.127)
H (2.733, 0.703, 4.188)
H (-0.252, 3.986, 0.757)
H (3.810, -6.004, 1.695)
H (2.370, 2.644, 2.235)
H (2.975, -1.300, 0.826)
H (-3.040, -2.946, -3.380)
H (-2.179, -1.373, -0.250)
H (-1.253, -2.734, 1.682)
H (-5.194, -1.746, -2.996)
H (2.623, 5.774, -3.318)
H (2.565, -6.813, 0.741)
H (-1.559, 1.171, 2.551)
H (-0.175, -2.150, 0.408)
H (0.085, 3.040, 2.216)
H (3.979, 3.701, -2.950)
H (0.144, 5.658, -2.877)
H (-3.874, -1.295, 1.223)
H (-2.639, 3.264, 0.839)
H (3.330, -3.386, 2.104)

As for the molecular weight: 651.6 g/mol. The total energy is -86266.162 eV. Its charge is 0. The value obtained for the highest occupied orbital energy is -7.59 eV. The value obtained for the LUMO energy is 0.0 eV. The value obtained for the relative energy (zero: lowest compared OMol25 entry of this formula, charge and spin) is 49.8 kcal per mole. Its strongest force on any atom is 1.37 eV/A.

List of Löwdin charges in e, atom by atom: 1.14, 0.52, -0.29, 0.11, -0.32, -0.44, 0.09, 0.08, 0.01, 0.11, -0.05, -0.15, 0.09, -0.11, -0.19, -0.15, -0.01, -0.05, -0.12, -0.05, -0.05, -0.04, -0.20, -0.44, -0.05, -0.05, -0.18, 0.01, -0.21, -0.27, -0.19, -0.25, -0.13, -0.25, -0.17, -0.42, -0.03, -0.01, -0.27, -0.25, -0.03, -0.06, -0.04, 0.01, 0.02, 0.11, 0.08, 0.11, 0.10, 0.13, 0.12, 0.13, 0.12, 0.10, 0.07, 0.12, 0.11, 0.11, 0.12, 0.06, 0.08, 0.12, 0.11, 0.10, 0.09, 0.13, 0.11, 0.11, 0.07, 0.11, 0.11, 0.05, 0.11, 0.12, 0.12, 0.09, 0.12